No. 1
Below is 2 unconnected molecules or ions with the total composition C4H12N2O2 in a non-equilibrium geometry, with properties calculated with ωB97M-V/def2-TZVPD.

Geometry as ORCA input:
```
! RIJCOSX wB97M-V def2-TZVPD def2/J DEFGRID3
* xyz 0 1
N 0.00 -1.39 -2.00
C -1.10 -0.53 -1.42
C -1.09 -0.71 0.07
N 0.30 -0.56 0.58
C 0.82 0.37 1.55
C -0.02 0.59 2.83
O -1.00 1.27 2.66
H -0.12 -1.42 -3.00
H 0.13 -2.32 -1.52
H -2.06 -0.69 -2.02
H -0.58 0.44 -1.70
H -1.37 -1.77 0.39
H -1.90 -0.07 0.71
H 0.63 -1.49 0.65
H 1.94 0.09 1.62
H 0.92 1.40 1.06
H 0.22 0.05 3.70
O 1.59 1.18 -3.01
H 2.34 1.20 -2.60
H 1.31 0.32 -2.78
*
```

Its total energy is -11415.0352 eV. For the energy above the lowest of the compared OMol25 structures with the same formula, charge and spin, the calculation gives 96.4 kcal/mol. The LUMO energy is 0.0261 Eh. Its orbital gap is 9.3 eV. For the HOMO energy, the calculation gives -8.6 eV. As for the SMILES: NCCNCC=O.O.



No. 2
Below is 2 unconnected molecules or ions with the total composition C4H12N2O3 in a non-equilibrium geometry, with properties calculated with ωB97M-V/def2-TZVPD.

Geometry as ORCA input:
```
! RIJCOSX wB97M-V def2-TZVPD def2/J DEFGRID3
* xyz 0 1
C -0.63 0.66 2.21
N 0.06 -0.27 1.39
C -0.20 -0.70 0.17
O 0.78 -1.41 -0.23
C -1.49 -0.44 -0.76
N -1.67 0.69 -1.61
C -0.39 1.18 -2.27
O 0.33 1.93 -1.15
H -0.17 0.70 3.27
H -0.65 1.65 1.77
H -1.68 0.34 2.28
H 0.87 -0.64 1.89
H -2.41 -0.62 -0.16
H -1.54 -1.27 -1.62
H -1.73 1.58 -0.95
H 0.22 0.26 -2.70
H -0.63 1.89 -3.02
H 0.91 1.22 -0.75
O 2.59 -1.70 1.75
H 2.09 -2.06 0.96
H 2.74 -0.75 1.54
*
```

Its total energy is -13463.4478 eV. For the energy above the lowest of the compared OMol25 structures with the same formula, charge and spin, the calculation gives 65.8 kcal/mol. The LUMO energy is 0.0223 Eh. Its orbital gap is 10.1 eV. For the HOMO energy, the calculation gives -9.5 eV. As for the SMILES: CNC(=O)CNCO.O.



No. 3
Below is 3 unconnected molecules or ions with the total composition C4H12N2O4 in a non-equilibrium geometry, with properties calculated with ωB97M-V/def2-TZVPD.

Geometry as ORCA input:
```
! RIJCOSX wB97M-V def2-TZVPD def2/J DEFGRID3
* xyz 1 2
O -1.58 1.76 -0.55
C -0.80 0.87 -0.63
N 0.56 1.12 -0.38
C 1.00 2.43 -0.75
O 2.19 2.60 -0.79
C -1.17 -0.74 -0.62
N -0.64 -1.37 0.55
C -1.47 -1.33 1.77
H 1.18 0.40 -0.08
H 0.26 3.20 -0.60
H -2.25 -0.80 -0.90
H -0.68 -1.14 -1.53
H -0.18 -2.23 0.24
H -2.00 -0.39 1.82
H -0.87 -1.49 2.65
H -2.17 -2.20 1.63
H 1.05 -0.88 1.61
H 1.68 0.39 2.28
O 1.85 -0.36 1.71
H 1.88 -0.40 -2.06
H 1.11 0.70 -2.94
O 1.04 -0.11 -2.44
*
```

Its total energy is -15502.7300 eV. For the energy above the lowest of the compared OMol25 structures with the same formula, charge and spin, the calculation gives 31.4 kcal/mol. The LUMO energy (spin up / spin down) is -0.1379 / -0.3202 Eh. Its orbital gap (spin up / spin down) is 10.7 / 5.5 eV. For the HOMO energy (spin up / spin down), the calculation gives -14.5 / -14.2 eV.



No. 4
Below is a molecular structure, C4H12N2OS in a non-equilibrium geometry, with properties calculated with ωB97M-V/def2-TZVPD.

Geometry as ORCA input:
```
! RIJCOSX wB97M-V def2-TZVPD def2/J DEFGRID3
* xyz 0 1
C -0.57 1.22 -2.14
C 1.04 -1.89 0.39
C 0.36 0.83 -0.99
C -0.34 -1.30 0.07
N -1.26 0.19 2.55
N -0.38 0.14 0.04
O 1.62 1.92 2.03
S -0.39 0.91 1.53
H 0.01 1.62 -2.97
H -1.11 0.34 -2.49
H -1.30 1.96 -1.82
H 0.95 -2.96 0.59
H 1.73 -1.75 -0.43
H 1.45 -1.40 1.27
H 1.17 0.21 -1.36
H 0.80 1.72 -0.53
H -0.69 -1.67 -0.90
H -1.06 -1.61 0.83
H -0.78 -0.41 3.19
H -1.23 1.93 1.13
*
```

Its total energy is -20198.7635 eV. For the energy above the lowest of the compared OMol25 structures with the same formula, charge and spin, the calculation gives 169.5 kcal/mol. The LUMO energy (spin up / spin down) is -0.0308 / -0.0358 Eh. Its orbital gap (spin up / spin down) is 8.0 / 7.9 eV. For the HOMO energy (spin up / spin down), the calculation gives -8.9 / -8.9 eV.